Entry from the Open Molecules 2025 dataset: a molecular structure, C51H29AuI4N4O2 (ωB97M-V/def2-TZVPD).

Element x y z (Å)
C1 1.51 2.15 -0.89
N1 2.06 -0.76 -0.46
H1 0.62 -5.61 0.24
C2 2.95 -4.43 -0.32
C3 -1.21 -4.43 0.49
C4 3.76 -6.37 -1.50
I1 7.87 5.30 -1.53
C5 -2.66 -2.36 0.63
H2 -4.01 -4.14 -0.89
H3 -5.93 -5.54 -0.25
C6 -4.36 -3.13 2.31
H4 1.81 5.15 5.08
C7 6.20 4.09 -1.29
H5 -4.86 2.16 -0.93
H6 0.60 2.03 2.41
C8 1.34 3.52 3.77
O1 -1.54 1.84 1.38
I2 5.77 -8.38 -0.48
C9 3.77 -4.76 0.76
H7 4.48 2.45 1.11
H8 4.84 -2.53 -0.60
C10 -2.35 1.25 0.30
C11 -4.70 3.07 -4.16
H9 3.71 2.68 -3.08
C12 -4.00 -0.25 0.91
H10 -2.90 3.28 -5.31
H11 6.47 3.89 0.83
C13 4.29 -0.41 -0.67
C14 4.09 -1.76 -0.57
H12 -1.44 2.64 -3.48
H13 3.76 -4.13 1.64
H14 2.32 -4.99 -2.28
H15 -0.71 4.41 -1.83
H16 3.76 -7.00 -2.38
C15 -5.49 -4.87 0.47
C16 -5.45 -3.90 2.68
C17 3.96 2.47 -0.97
C18 -4.41 -4.08 0.12
H17 5.20 -6.14 1.57
C19 -0.80 3.63 2.69
C20 -2.50 2.70 -3.29
H18 -4.92 -0.70 1.25
H19 -5.86 -3.83 3.68
C21 -0.13 5.38 4.19
C22 0.11 -4.67 0.23
C23 4.57 -6.69 -0.41
C24 -3.00 2.38 -2.02
H20 -4.40 1.88 1.00
C25 4.57 -5.89 0.72
C26 -5.24 2.74 -2.92
C27 -1.07 4.84 3.32
C28 -3.76 1.05 0.77
C29 -0.13 3.55 -1.53
O2 -2.79 3.71 1.37
H21 5.22 0.11 -0.78
C30 -3.33 3.05 -4.34
N2 -0.24 -2.43 0.08
C31 -2.79 -1.01 0.56
I3 -7.63 -5.95 2.30
H22 -6.31 2.75 -2.77
C32 -6.01 -4.77 1.76
C33 5.43 3.76 -2.39
C34 4.31 2.95 -2.22
C35 -2.06 2.03 -0.96
Au1 0.07 -0.46 -0.24
C36 2.96 -5.24 -1.44
N3 0.32 1.48 -0.74
H23 -3.91 -2.46 3.04
C37 1.07 4.72 4.41
C38 1.22 3.47 -1.33
H24 -1.97 -5.14 0.75
C39 -3.83 -3.20 1.03
C40 -1.83 3.09 1.75
C41 2.77 1.59 -0.78
C42 -1.42 -3.02 0.39
C43 0.40 2.97 2.91
C44 4.75 2.81 0.13
C45 -4.40 2.40 -1.87
I4 -5.96 3.57 -5.73
N4 -1.85 -0.11 0.19
H25 1.95 4.25 -1.48
C46 5.87 3.62 -0.03
H26 2.28 3.01 3.94
C47 2.69 -1.98 -0.43
H27 5.69 4.12 -3.37
C48 -0.70 2.31 -1.12
C49 2.08 -3.22 -0.26
C50 3.01 0.21 -0.60
H28 -2.01 5.34 3.13
C51 0.73 -3.42 -0.03
H29 -0.33 6.32 4.68

- Energy: -3656.8407 a.u.
- HOMO energy (spin up / spin down): -6.71 / -6.46 eV
- HOMO-LUMO gap (spin up / spin down): 5.14 / 5.14 eV
- Net charge: 0


Entry from the Open Molecules 2025 dataset: a molecular structure, C51H32BaCl4N4OS in a non-equilibrium geometry (ωB97M-V/def2-TZVPD).

Element x y z (Å)
H1 4.10 6.13 -2.80
O1 -0.86 -1.16 1.50
C1 -4.35 3.29 1.06
C2 0.86 2.76 -0.84
H2 4.71 -6.21 -2.49
C3 -1.29 0.33 3.63
H3 -4.16 -2.98 1.35
C4 4.26 3.39 -0.08
H4 2.98 -4.47 -2.83
C5 -3.21 -1.23 -0.86
C6 3.18 -3.65 -0.87
H5 4.63 1.39 2.94
C7 0.80 -3.08 -1.04
C8 -1.35 2.77 -0.61
H6 -5.78 4.21 2.37
C9 -4.92 5.36 -0.70
H7 0.56 2.71 2.63
C10 -4.42 -3.69 0.57
N1 -0.31 -2.36 -1.29
H8 4.30 2.63 0.68
H9 -5.41 1.19 -0.29
C11 -3.99 4.39 -1.04
C12 -2.68 2.31 -0.53
H10 1.02 -5.22 -0.31
H11 -3.58 -4.51 -2.59
H12 -2.35 0.07 3.66
C13 2.19 2.28 -1.01
C14 2.64 0.95 -1.13
H13 3.60 -3.07 1.15
C15 -4.09 -4.55 -1.64
N2 -0.26 2.03 -0.94
N3 1.85 -0.15 -1.16
H14 -0.71 -0.39 4.19
H15 1.53 -1.34 1.72
C16 4.00 -0.86 -1.12
C17 -0.87 4.10 -0.25
H16 -1.48 4.92 0.10
C18 3.59 1.18 2.72
C19 0.48 4.09 -0.40
H17 5.33 -4.82 1.50
C20 -1.41 -3.06 -0.99
C21 -5.28 4.25 1.41
H18 -4.11 2.49 1.75
C22 -0.99 -4.39 -0.58
H19 2.40 4.33 -2.74
C23 -4.57 -0.80 -0.61
H20 4.91 1.12 -1.13
C24 -2.74 -2.56 -0.90
C25 -3.18 0.99 -0.67
N4 -2.44 -0.11 -0.92
H21 -1.14 1.34 4.01
C26 2.61 -1.27 -1.14
C27 2.13 -2.60 -1.06
H22 -1.63 -5.19 -0.25
H23 -3.49 4.44 -1.99
H24 3.95 -0.87 2.19
C28 0.93 0.64 2.20
H25 2.94 3.18 3.15
Ba1 -0.38 -0.08 -2.37
Cl1 -6.74 6.48 0.96
C29 -3.77 -3.61 -0.66
C30 4.14 5.36 -2.04
C31 5.21 4.39 -0.11
C32 -5.04 -5.53 -1.41
S1 -0.80 0.26 1.87
H26 1.15 4.91 -0.19
C33 2.64 2.19 2.85
Cl2 -6.86 -6.81 0.13
H27 -5.16 6.17 -1.38
H28 -5.86 -4.73 1.78
C34 -5.67 -5.58 -0.18
C35 5.15 5.37 -1.08
H29 4.86 -1.52 -1.10
C36 3.19 4.35 -2.00
C37 -4.56 0.55 -0.49
C38 -5.56 5.28 0.53
C39 4.03 0.49 -1.13
H30 -5.29 -6.26 -2.17
Cl3 6.33 -6.82 -0.24
C40 4.81 -4.73 0.55
C41 3.50 -4.54 -1.88
H31 6.00 4.42 0.63
H32 -5.44 -1.44 -0.53
C42 0.37 -4.41 -0.61
C43 3.23 3.35 -1.03
C44 3.21 -0.09 2.31
C45 4.46 -5.52 -1.70
Cl4 6.34 6.63 -1.12
C46 3.85 -3.76 0.35
C47 1.87 -0.37 2.05
C48 5.12 -5.60 -0.48
C49 -5.37 -4.67 0.82
C50 1.31 1.92 2.57
C51 -3.69 3.34 -0.17

- Energy: -4521.4519 a.u.
- HOMO energy: -6.73 eV
- HOMO-LUMO gap: 5.62 eV
- Net charge: 0